No. 1
ORCA calculation (ωB97M-V/def2-TZVPD) on a molecular structure, C20H28F16MgN2O24S4.

Geometry as XYZ:
```
95
Properties=species:S:1:pos:R:3:forces:R:3
O 2.8679 -1.9431 -2.7006 -0.9114 -0.2962 -0.4645
S -1.1858 0.2781 -0.0145 0.7767 0.7313 1.9670
O 0.2916 -3.3691 5.2616 -1.8567 -2.1145 2.3387
H 1.8559 -3.7384 1.3720 -0.3966 -0.9826 -0.6503
O -1.1186 5.9037 2.9268 -0.7481 1.2996 1.3672
C -0.9701 -2.8234 4.9921 1.1774 2.7423 0.6915
S 2.5113 -3.2861 -3.0942 5.0484 1.3846 1.7211
H -7.1762 -0.1853 -2.1288 0.3208 -0.0520 -0.0213
C 3.0594 7.2984 -0.9327 -0.9947 2.0150 0.2735
F 2.3285 2.0771 -2.4543 -0.5762 -1.3833 1.7046
Mg 0.0128 -2.4059 -1.4436 -0.6265 -1.2600 0.8782
O -1.0423 1.7301 0.0689 -0.5889 -2.5212 -1.0328
O -0.9236 -0.3631 1.2673 -0.4143 -0.5750 -1.4718
S 0.8851 -5.3188 -2.6577 -1.9990 -1.0391 -0.2318
O 2.7456 5.9885 -0.7543 0.6834 -2.1354 0.3850
H 1.1744 8.1930 -0.3829 -0.1432 -0.0526 -0.0666
F 2.5149 -5.7874 -0.4513 -1.5295 -0.7865 -0.8084
H -1.4698 -3.4809 -4.7880 -0.0883 -0.6818 0.9882
F -1.7199 -3.5639 4.1954 -0.7717 -1.7982 -0.9246
C 1.6685 7.9056 -1.3110 1.8683 -0.1670 -0.0705
H 4.0045 0.4732 3.4204 -0.6437 -0.5496 0.2842
F -2.0677 5.0278 0.4524 -0.0998 0.2129 -0.4599
O 0.1138 1.8481 4.7123 2.8359 -1.8338 -1.7889
F 3.2432 -3.9654 -5.5442 -0.0192 -0.4740 0.3344
C 1.0875 1.4729 4.0289 -5.8660 3.7443 0.6524
C 1.7232 1.3814 -1.4334 -1.2693 1.2827 -1.9984
H -2.1525 -3.6493 -0.6755 0.1612 -0.0156 -0.4276
O 3.5750 -4.2615 -2.7574 -2.6938 1.2288 -1.1904
F 1.4033 2.2674 -0.4559 0.6137 -1.3239 -0.8370
C 1.2104 -2.9716 4.4303 3.5304 -1.4256 -0.0096
F -3.8711 0.7437 0.1667 1.5728 -1.2705 -0.1121
N -0.2857 -0.6029 -1.2652 -2.8593 5.1665 3.2404
O 0.6787 -2.0879 3.6239 0.4770 1.8002 -1.9393
C 2.3332 -3.1947 -4.9832 0.3283 1.0786 -1.7078
N 1.0921 -3.5909 -2.4216 1.6795 -5.1335 -2.2203
O -1.3442 -3.3483 -0.2541 -0.0575 -0.3480 -1.0073
C -0.9792 4.5935 2.4731 -0.7461 -1.7859 0.2182
O 2.3543 -3.4090 4.4605 -2.3345 1.3080 -0.6780
H 3.0462 -2.6978 1.2681 0.3313 1.0400 -0.6186
H -7.0415 -0.2078 -0.3745 0.1286 0.0355 0.2286
F 2.5009 0.4308 -0.9531 0.1042 0.3773 -0.1071
O -1.6062 -2.4363 -2.8880 0.2335 -0.3713 -0.3369
H 2.8763 1.9376 1.4790 -0.7587 0.0967 -0.2755
O -0.0829 5.9614 1.0723 1.4190 2.3058 -2.5387
H -6.3559 1.1705 -1.3069 0.2608 -0.2113 0.0099
H -0.1332 4.2141 3.0461 0.1649 -0.6630 -0.7205
C 2.3619 1.2941 2.1927 0.7583 1.6694 1.7045
O 2.1626 0.9469 4.4247 2.8026 -1.8726 1.9529
H -8.2690 1.9206 -0.7624 -0.3299 0.0601 0.0333
C -0.8433 4.7888 0.9680 0.9828 -0.4900 2.1873
H 3.9256 7.4125 -1.5845 -0.2000 0.0886 -0.3214
H 2.7413 -3.5565 -0.2576 -0.2877 0.0001 0.3353
H -0.9730 -1.9138 -4.9039 0.1243 0.8139 1.0429
C -1.6641 -2.5178 -4.3160 -0.5080 -0.1850 -1.8475
H -2.5258 -2.5628 -2.6431 0.0845 0.1180 0.3551
O 0.6700 -0.1548 -3.4974 -0.4741 0.2319 2.3027
H 3.6517 2.1413 3.6704 -0.1699 0.1978 0.1821
C 1.6609 5.6776 -1.4682 -1.2255 -5.2558 -1.4946
H -2.6835 -2.2531 -4.5970 0.1102 0.2074 -0.2070
O 1.6590 -5.9787 -3.6875 -0.1007 1.3344 1.4768
C -1.4412 -3.8163 1.0762 -0.7213 0.1742 1.2032
F 1.2483 -7.5093 -1.0103 0.0029 1.4785 -0.3182
H -2.1928 -4.6031 1.1406 0.2225 -0.2667 -0.1428
O 1.1263 1.7787 2.6962 0.7014 0.0156 -0.5960
F -3.2627 -1.3426 -0.0217 -0.4529 -1.6932 0.4644
H -0.3266 -0.6953 4.7789 -0.0663 -0.0519 0.0261
H -1.2838 -1.3762 3.4118 0.4531 0.1206 -0.1080
C 2.2719 -3.0845 0.6056 0.8694 -0.8938 1.4408
H 1.7678 8.7489 -1.9944 -0.3922 -0.3239 -0.1704
O -0.5393 -5.5033 -2.7821 0.2901 0.3815 0.7565
F 1.1213 -3.5487 -5.4360 0.2596 0.0597 0.6068
C -0.5360 -1.5803 4.1781 -0.8026 -0.5693 0.5967
H -0.3076 4.0263 0.4025 -0.0922 0.3061 -0.0977
F 2.1573 0.0902 1.7118 -0.3738 -2.1834 -1.3387
F 3.3950 7.8267 0.2564 0.6869 0.3317 0.9983
C -7.1658 0.4443 -1.2391 0.2352 -0.4182 -0.5424
H -1.8666 -2.9896 1.6451 0.5420 -0.0497 0.4580
H -1.8648 3.9948 2.6861 -0.0109 0.2379 0.2778
C -3.0043 -0.1580 -0.4329 -0.8015 3.7750 -0.7515
F 0.3650 -5.7894 0.0311 1.0247 -0.3539 -1.5329
F 2.5921 -1.9367 -5.4722 -0.5930 -1.2311 1.3269
O 1.2836 -2.1677 0.2148 0.0610 0.1561 -0.2523
O -8.4012 1.0964 -1.2366 -0.5952 0.5891 0.2900
H -0.4904 -4.1998 1.4464 -0.1475 0.4012 -0.0581
O 1.0778 6.7573 -1.8928 -1.7203 1.3543 -0.9415
S 0.1251 0.5116 -2.3025 1.6186 2.5989 -4.6717
O -0.8707 1.5340 -2.6136 1.2642 -1.4369 1.1551
H 1.2907 -1.4650 0.8688 -0.4858 0.4061 -0.0897
C -0.4469 6.7290 2.1288 -1.1893 2.7557 1.1079
O -0.3309 7.9467 2.3590 0.4055 -4.2609 -1.5309
O 1.3025 4.5137 -1.7726 1.2983 4.4696 1.5137
C 3.1774 1.1819 3.4639 0.8060 0.7366 -0.6666
C 1.2914 -6.1708 -0.9192 0.6854 0.4132 1.0052
H -1.5001 -2.6750 5.9330 0.1789 0.0804 -0.0544
F -3.2684 -0.0211 -1.7388 0.5493 -0.6266 0.3673
```
Positions in Å, forces in eV/Å.

Output
HOMO energy, Ha: -0.3896
HOMO-LUMO gap, eV: 10.0
Energy, eV: -165576.255

No. 2
ORCA calculation (ωB97M-V/def2-TZVPD) on a molecular structure, C20H28FN8O8SSc.

Geometry as XYZ:
```
67
Properties=species:S:1:pos:R:3:forces:R:3
C -1.4541 -5.3111 -3.6034 0.0546 0.1226 0.0158
H 1.8468 -0.3346 1.4908 0.1106 -0.0329 -0.0461
H -4.4576 4.4436 -0.3350 0.0786 0.0051 0.0272
H -5.4125 3.3756 0.4465 0.0151 -0.0444 -0.0185
H -2.2264 -1.7293 2.7151 0.0422 -0.0176 -0.0670
H -4.6481 1.6322 -0.7843 0.0170 -0.0247 -0.0394
O -4.3713 -0.5529 -0.8683 0.1085 -0.0804 0.1818
N -0.8082 -4.1933 -3.0059 0.0405 -0.0488 0.0747
C -1.9519 -0.7306 2.3755 -0.2259 0.1209 -0.0068
C 5.7987 3.3486 -2.2684 -0.0077 -0.0039 -0.0507
O -0.5948 -2.0981 -2.1941 0.1716 0.1008 -0.1052
N 4.9718 2.2325 -0.3858 -0.1119 0.1495 -0.2757
Sc -0.7117 -0.6175 -0.6456 0.5268 -0.3620 -0.1419
H -0.0456 -2.6449 2.1631 -0.0957 0.0518 0.0438
N -2.6274 -2.7862 -3.0132 0.3424 0.0327 0.1374
H -2.6309 -0.7016 -3.1672 -0.1002 -0.0116 -0.1135
C -2.7073 1.9041 -0.0216 -0.1893 0.1598 -0.1539
H -2.7551 -0.3309 1.7660 0.0200 -0.0241 0.0033
H -4.3964 -3.5671 -3.8559 -0.0104 0.0127 0.0414
N 1.0923 2.2806 -4.4151 0.0000 0.2535 0.0370
O -0.7659 -0.8001 1.5555 0.1675 0.0023 0.0873
N -4.4664 3.5459 0.1305 -0.0228 -0.0580 -0.0472
C 3.6789 2.2756 -0.8602 0.1288 -0.1036 0.1455
H 6.6036 3.7826 -2.8391 0.0300 -0.0312 0.0112
H 2.3061 -2.0333 1.7007 0.0034 -0.0393 -0.0890
H 1.8051 -3.5671 -0.0504 -0.0472 0.0439 0.0334
H -3.6887 2.7671 -1.7168 0.0231 0.0399 0.0110
C 0.5900 2.8135 -3.3028 -0.0139 -0.4010 -0.1287
C -2.8470 -4.9931 -3.9004 -0.1863 0.1181 -0.0189
H 1.6235 -2.7556 -1.6247 0.0313 0.0549 0.0011
H 5.1060 1.8071 0.5205 -0.0019 -0.0352 0.0257
S 2.4574 1.6102 0.0671 -0.0519 -0.0261 0.3204
H -4.2391 -1.4616 -3.1981 0.0496 -0.0458 -0.1160
O -1.9577 1.0637 -0.5345 -0.0115 0.1051 0.0401
N 0.4741 4.1548 -3.2365 -0.0654 0.1351 0.0693
H -0.2371 2.4270 -1.3455 -0.0044 0.0025 -0.0031
H 0.2740 4.6105 -2.3650 0.0757 0.0152 0.0073
H 0.4007 -1.2724 3.2145 -0.0385 0.0213 -0.0077
O 1.1866 -1.5756 -0.0159 -0.1406 -0.1482 0.2709
C 6.0146 2.7485 -1.0661 0.1126 0.0718 -0.0790
H 3.0155 -2.3718 -0.5913 -0.0307 0.0621 0.0362
H 0.1659 -4.3475 -2.7842 0.0234 0.0181 0.0162
H -3.2006 3.0890 1.2509 0.0080 -0.0218 0.0286
F -3.5760 -5.9269 -4.4779 0.0399 -0.0675 -0.0025
C 1.1594 0.9613 -4.4773 -0.0431 -0.0930 0.1861
O -0.8562 -6.3239 -3.8066 -0.0708 -0.0041 0.0006
C 0.7085 0.1402 -3.4593 0.1475 -0.1870 -0.0917
C -3.2551 -1.4964 -2.7439 0.1218 0.2312 0.6355
C -3.9492 2.4652 -0.7021 0.0623 -0.0644 0.0775
C -3.3691 -3.7967 -3.6143 -0.0331 -0.2784 -0.0980
H 4.2233 3.7916 -3.6932 0.0535 0.0372 0.0261
C 4.4705 3.3606 -2.7277 0.0182 -0.0994 0.1312
C 0.1364 1.9839 -2.2555 0.0338 0.0773 0.0549
O -2.4108 -1.5677 -0.4976 -0.3174 -0.1109 0.5109
H 6.9945 2.6496 -0.6205 -0.0371 0.0170 0.0873
H 0.7717 -0.9323 -3.5408 -0.0268 0.0193 0.0109
N 0.1806 0.6604 -2.3345 0.0298 0.4020 -0.3761
H 1.5858 0.5353 -5.3772 -0.0166 -0.0351 0.0132
C -1.3273 -2.9859 -2.7015 -0.2031 -0.0115 -0.1774
C 0.2544 -1.5925 2.1815 0.3270 -0.1445 -0.1703
C 1.5104 -1.3635 1.3808 -0.2529 0.2163 0.3000
O -2.4769 2.3847 1.1471 0.0905 0.0866 0.1755
C -3.4047 -1.1785 -1.2332 -0.8096 -0.1512 -0.9010
H 0.8925 4.6984 -3.9716 0.0040 0.0115 -0.0093
N 3.4624 2.8509 -2.0571 -0.1148 0.0797 -0.2512
C 1.9592 -2.6378 -0.6007 0.1289 -0.0631 -0.2580
H -1.7581 -0.0815 3.2287 0.0427 -0.0073 -0.0324
```
Positions in Å, forces in eV/Å.

Output
Total charge: +2
HOMO energy, Ha: -0.4838
HOMO-LUMO gap, eV: 8.0
Energy, eV: -83740.792

No. 3
ORCA calculation (ωB97M-V/def2-TZVPD) on a molecular structure, C20H28LaNO2.

Geometry as XYZ:
```
52
Properties=species:S:1:pos:R:3:forces:R:3
H 1.8496 -1.7525 2.4577 0.1137 0.2026 -0.3483
C -2.3855 0.6228 -0.0045 1.7945 -0.2865 0.3648
H 2.3353 2.8121 2.9223 -0.0879 -0.2270 -0.3954
H 4.5926 0.1402 -0.4324 -0.4015 -0.2496 0.3488
H -1.4105 -2.1314 -5.4435 -0.0334 0.1446 -0.0163
C 3.9011 -0.0369 0.3957 0.4990 -0.0453 -0.4334
La 1.2530 0.8291 0.2750 1.2482 0.3561 0.1197
O -1.3444 -1.0552 -2.4137 -1.4126 -0.3829 -1.3309
C 4.5898 1.9747 1.8578 -2.1348 -3.1896 -1.1121
C -0.2841 3.0649 0.8873 0.1922 0.5128 -0.1302
H -2.7674 -3.4556 -4.1547 -0.0326 0.1510 0.2105
C 0.2664 2.6423 2.1254 0.2539 0.4960 0.0609
H -1.6808 0.3441 2.7415 0.0603 -0.1627 0.0564
H 2.9751 -2.0513 -0.0108 0.0375 0.4246 0.1321
H -1.6277 -3.0874 -2.2280 0.0136 -0.0615 0.1894
C 1.6652 2.8710 2.0690 -0.3824 0.7579 -0.1196
H -2.9976 -2.1016 -1.6809 0.2980 0.0115 -0.2630
C -2.2278 -2.2018 -2.4522 0.2924 -0.4631 0.3668
H -0.2884 2.3495 3.0197 0.2134 0.0086 -0.3970
C -1.9709 -1.5171 -4.7363 0.1633 0.0371 -0.0958
C -1.2924 -0.6585 2.5345 0.1129 -0.1022 0.1290
C -2.9542 -0.6386 0.5960 0.1550 -0.6048 0.3330
H -2.5001 0.8167 -1.0683 -0.1107 -0.0180 0.1327
H -3.6553 -0.5073 1.4160 -0.1796 0.0178 -0.1057
C 1.9911 3.3708 0.7783 -0.4140 0.5697 0.4481
C -0.9874 -0.7921 -3.7923 0.5734 -0.2232 -0.0254
H 0.0287 -1.1932 -3.9276 -0.1888 0.2119 -0.1058
H 2.9828 3.6697 0.4449 -0.3012 -0.1508 0.0483
C -1.0581 -2.4096 0.7274 0.0817 -0.1385 0.1452
H 0.6605 3.9650 -0.9381 0.1223 -0.2727 0.3814
C 2.4398 -1.0164 1.9111 0.9857 -0.4115 -0.5880
H -1.6961 -3.1309 1.2802 0.2612 0.4048 -0.3114
H 2.7087 0.5743 3.4774 -0.1098 -0.2133 -0.4947
N 5.3453 2.8308 2.1484 1.3256 2.3943 0.3415
H -1.1398 -2.6146 -0.3445 0.0957 0.0923 0.3995
C -1.5241 -1.0062 1.0725 -0.7050 0.0091 0.2199
O -0.9641 0.0800 0.2348 -2.7128 -0.2554 -0.2038
C 3.0753 -1.1723 0.6309 -0.2773 -0.3449 0.8790
H -1.3463 3.1631 0.6879 0.2549 -0.0952 -0.1584
C 0.7763 3.5163 0.0512 -0.3393 0.4138 0.1797
H -0.9574 0.2854 -3.9840 -0.0235 -0.1480 0.3144
H 6.1098 3.4573 2.3641 -0.4444 -0.9531 -0.0118
H -0.0251 -2.5902 1.0581 -0.1815 0.1412 -0.1405
H -2.5088 1.5115 0.6226 0.0087 -0.2027 -0.3329
C 3.8320 0.7984 1.5649 1.4363 1.0438 0.7071
H -1.8058 -1.3867 3.1775 0.0645 0.1628 -0.1335
H -2.5821 -0.8273 -5.3187 0.0907 0.0604 0.0966
C 2.8836 0.2108 2.4614 0.0107 -0.1131 0.5486
H -3.3285 -1.3506 -0.1379 -0.1251 0.2200 0.2795
C -2.8353 -2.4101 -3.8389 -0.1255 0.3893 -0.0458
H -3.8977 -2.1335 -3.8708 0.3193 0.0517 0.0222
H -0.2185 -0.6720 2.7868 -0.3552 0.0298 -0.1552
```
Positions in Å, forces in eV/Å.

Output
HOMO energy (alpha / beta), Ha: -0.1301 / -0.1508
HOMO-LUMO gap (alpha / beta), eV: 3.9 / 4.5
Energy, eV: -27632.939

No. 4
ORCA calculation (ωB97M-V/def2-TZVPD) on C20H28N4O4S in the gas phase.

Geometry as XYZ:
```
57
Properties=species:S:1:pos:R:3:forces:R:3
H -5.2741 3.7918 -0.8456 -0.0675 0.0963 0.0760
H -1.6694 -4.2206 -2.2339 -0.0652 -0.0426 0.0014
C -2.5599 3.4161 -0.4189 -0.0130 -0.3077 -0.0888
C -1.6998 -0.4614 1.7135 -0.0548 0.0090 0.1626
N -1.8131 0.8314 1.8466 -0.6491 -0.5633 0.3600
C -3.9211 0.2440 0.1123 -0.4361 0.1717 0.2992
N -0.4277 -0.8138 1.3668 -0.3885 0.7442 0.1486
C -0.0214 -2.1504 1.0367 0.5503 -0.5965 -0.4118
H -5.5127 2.4313 -1.9494 -0.0899 -0.0387 -0.0420
H -3.0293 4.1321 0.2531 -0.0474 0.1432 0.0997
C 4.2220 1.3490 0.1820 0.0586 -0.1583 0.0395
H -4.2433 2.0395 1.0100 0.0892 -0.2110 0.0563
H 4.3900 -2.3353 1.8887 -0.0126 0.0088 -0.0404
C 1.9229 1.9677 0.5443 -0.1816 -0.3200 0.0770
H 6.9539 2.8078 -0.7871 -0.0781 0.0541 0.0052
H -4.4529 3.7669 -2.4091 -0.0043 0.1305 -0.1096
C -4.7877 3.1515 -1.5788 0.2440 -0.2333 -0.0372
H -1.6989 -1.7763 -1.0279 -0.0421 0.0674 0.0004
H 5.3467 3.1945 -1.4499 0.0114 -0.0108 0.0449
H 0.6664 -4.7109 -2.2246 -0.0569 -0.0250 0.0947
H 5.6253 -2.7280 0.6705 -0.0862 -0.0102 0.0318
H -4.5128 0.2474 2.2246 -0.0835 0.0086 -0.0864
H 2.4118 -1.2921 1.2850 0.0038 -0.1534 0.0024
H -1.7485 -4.1431 -0.4702 -0.0616 -0.0192 0.0054
H -0.8620 -2.8123 1.2609 0.1495 0.0232 -0.0220
O 4.9455 -0.8558 0.5410 -0.0378 0.4293 -0.0627
C 3.2159 2.3023 0.1826 0.3202 -0.0433 -0.0455
O -3.5248 -0.3870 -0.8472 0.0820 -0.2209 -0.3172
C 4.6852 -2.2062 0.8416 -0.0569 -0.2260 0.0477
H 3.9119 -2.6274 0.1905 0.0086 0.0265 0.0260
H 1.1438 2.7118 0.5367 -0.0606 0.0830 -0.0232
H -0.5890 -2.0653 -2.3726 0.0079 0.0386 -0.0173
H 1.0218 -1.4531 -0.7267 -0.1301 -0.1178 0.0405
H -2.1058 3.9603 -1.2424 0.0252 0.1339 -0.0822
H -1.7826 2.8890 0.1292 0.0762 0.0418 0.0150
C 0.2566 -4.4765 -1.2345 -0.1262 -0.3720 -0.2649
H 3.4274 3.3187 -0.1078 0.0708 0.0834 -0.0431
H -3.1407 1.7628 -1.6864 -0.0683 0.1079 0.1470
C -1.1492 -3.8809 -1.3424 0.2471 0.0227 0.0845
N -4.0557 1.5774 0.1341 -0.2832 0.2894 -0.1377
C -0.8604 -2.3814 -1.3650 0.1675 -0.0229 0.0752
H 5.7348 3.5909 0.2486 -0.0081 -0.0292 -0.0356
O 5.5155 1.5692 -0.1692 -0.2431 -0.3486 0.1346
H 0.2893 -5.3812 -0.6201 -0.0013 0.0454 -0.0903
O 1.0902 -3.4890 -0.6365 0.0899 0.0948 0.2397
C 3.9113 0.0263 0.5746 0.2026 0.0740 -0.0784
H -5.2143 -1.0744 1.2373 0.0047 0.0591 -0.0118
C 0.2269 0.3967 1.2849 -0.5440 0.0078 0.1808
C 5.8911 2.8670 -0.5580 0.0456 0.2360 -0.0685
C 2.6215 -0.2916 0.9545 0.0997 0.0473 -0.0061
C -4.3379 -0.4492 1.4072 0.4768 -0.1690 0.0293
C 1.6059 0.6694 0.9271 0.6067 0.2835 -0.2118
H 0.8211 -2.4625 1.6600 -0.1283 0.0044 -0.0546
C 0.3638 -2.2862 -0.4537 -0.1761 0.3531 0.0930
N -0.6169 1.3612 1.5714 1.0198 0.3825 -0.1467
S -3.0096 -1.5935 1.8903 -0.3208 -0.2203 0.1323
C -3.5969 2.4314 -0.9489 -0.0552 0.1586 -0.2153
```
Positions in Å, forces in eV/Å.

Output
HOMO energy, Ha: -0.2827
HOMO-LUMO gap, eV: 8.3
SMILES string: COc1ccc(-c2nnc(SCC(=O)NC(C)C)n2C[C@@H]2CCCO2)cc1OC
Energy, eV: -46179.703